Entry 1:
{"formula": "C28H26N2O3PPdS6", "method": "ωB97M-V/def2-TZVPD", "species": ["H", "C", "H", "C", "H", "H", "H", "Pd", "S", "C", "C", "C", "C", "C", "H", "C", "H", "C", "N", "H", "H", "H", "H", "C", "H", "C", "C", "C", "C", "H", "H", "H", "C", "P", "O", "S", "H", "O", "H", "C", "H", "S", "C", "C", "N", "C", "S", "C", "C", "H", "C", "H", "H", "H", "H", "H", "S", "S", "C", "C", "C", "C", "O", "C", "C", "H", "H"], "coordinates": [[3.655642, 1.948402, -1.875228], [-2.227477, 1.235884, -4.514272], [3.566935, -1.478185, 0.977817], [-2.295684, 0.796333, -2.077074], [0.802917, 4.428965, -2.437835], [1.057309, -0.788643, -3.115611], [2.743369, 2.743251, -3.174737], [0.006363, 0.658375, 1.957891], [-1.943965, 0.491774, 6.661023], [-2.793198, 3.378154, -5.448968], [1.564130, -5.486556, 3.904839], [-0.557790, -3.221009, -1.411827], [-1.419181, 0.542135, 4.981840], [0.662842, -3.261138, 3.768501], [-3.367060, 4.892880, -4.035844], [3.041725, 0.613393, 1.072075], [-0.222301, 2.311495, -2.442694], [2.972799, -0.821354, 1.608892], [-1.732315, 1.249290, -0.898148], [0.024060, -2.476019, 4.161862], [2.015764, 1.431375, -2.228175], [-1.251277, -4.040050, -1.562363], [2.776061, -3.859731, 1.188301], [2.668487, 2.310169, -2.169324], [-2.207935, 1.671016, -6.616383], [-2.441947, 1.738944, -3.238094], [0.744893, -4.491974, 4.415531], [1.182159, -1.101593, -1.000078], [-3.443028, -0.328057, 6.474687], [-2.921243, 4.023755, -6.310118], [0.473839, 4.587125, -0.706075], [-3.044287, 3.433047, -2.067819], [2.214118, -4.030003, 2.100376], [1.245660, -1.381502, 1.810513], [-2.726499, -0.331203, -2.151370], [-2.165370, -0.253154, 2.422003], [1.631998, -6.444802, 4.406606], [4.081081, 0.964886, 0.511433], [2.106967, 2.859250, -0.159218], [-2.855233, 3.052601, -3.066146], [1.844206, -0.257346, -0.851665], [-3.778253, -0.706452, 4.827907], [-2.327956, -0.058342, 4.084918], [0.728716, -1.395284, -2.278641], [-0.257414, 2.870755, -1.603115], [-0.148573, -2.452246, -2.490523], [-4.451734, -0.705538, 7.719048], [2.153745, 3.319237, -1.147921], [-0.089752, -2.939615, -0.131959], [-0.518208, -2.667032, -3.487514], [-3.038530, 3.869768, -4.171775], [0.166191, -4.669012, 5.314821], [-0.423034, -3.547039, 0.701500], [3.418911, -0.811318, 2.605214], [2.939719, -6.031954, 2.343562], [2.853553, 4.157280, -1.072639], [0.047522, 1.256452, 4.635383], [-0.841626, 2.866093, 1.001341], [-0.932227, 2.349457, -0.584207], [2.300907, -5.254461, 2.745574], [0.786303, 3.895357, -1.482791], [1.395157, -3.020253, 2.608940], [1.999658, 1.339449, 1.254065], [-2.389622, 2.059964, -5.621604], [0.784494, -1.877442, 0.093998], [-1.905213, 0.645346, -0.105892], [-1.940268, 0.196651, -4.622816]], "atomic_forces_ev_per_a": [[-0.11, 0.01, 0.03], [0.02, 0.03, -0.14], [0.07, -0.06, -0.03], [0.03, 0.19, -0.06], [-0.02, 0.00, 0.00], [0.02, 0.01, 0.01], [-0.04, 0.00, 0.05], [0.28, -0.17, 0.45], [0.11, 0.03, 0.09], [0.01, -0.02, 0.02], [0.03, 0.03, -0.05], [0.05, 0.02, 0.07], [-0.17, -0.14, -0.09], [0.00, -0.02, 0.02], [0.00, -0.03, -0.01], [-0.26, 0.39, -0.03], [-0.03, 0.12, -0.02], [-0.04, -0.17, 0.14], [-0.17, 0.08, -0.02], [0.02, -0.03, -0.01], [0.04, 0.10, 0.00], [0.02, 0.02, 0.02], [-0.02, 0.00, 0.03], [0.03, 0.01, -0.04], [0.00, 0.02, 0.04], [0.08, -0.12, 0.10], [-0.01, 0.06, -0.04], [0.03, -0.06, 0.04], [-0.01, 0.02, -0.02], [0.00, -0.03, 0.03], [-0.06, 0.06, 0.04], [0.04, -0.01, -0.06], [-0.01, -0.04, 0.03], [-0.12, -0.04, -0.81], [-0.07, -0.17, 0.01], [-0.14, -0.10, 0.09], [0.00, 0.02, -0.02], [-0.13, -0.02, 0.06], [0.05, -0.04, -0.08], [-0.10, 0.18, 0.02], [-0.01, -0.03, -0.02], [-0.08, -0.06, -0.08], [0.08, 0.08, 0.16], [-0.03, -0.01, 0.05], [0.48, 0.06, -0.12], [0.02, 0.01, 0.01], [0.00, 0.00, 0.00], [0.04, -0.01, 0.00], [-0.07, 0.01, -0.08], [0.02, 0.01, 0.07], [0.01, -0.03, 0.00], [0.03, 0.02, -0.04], [-0.01, 0.00, -0.01], [0.04, -0.02, 0.06], [-0.01, 0.01, 0.01], [-0.01, 0.01, -0.03], [-0.01, 0.07, -0.03], [-0.11, 0.30, -0.15], [0.08, -0.34, 0.04], [-0.04, 0.05, 0.02], [-0.18, -0.03, -0.09], [-0.05, 0.05, 0.19], [0.41, -0.19, -0.03], [0.00, -0.03, 0.08], [0.03, -0.04, 0.03], [-0.03, -0.08, 0.11], [0.00, 0.04, -0.01]], "multiplicity": 3, "homo_energy_ev": [-3.9385, -4.5861], "charge": -1, "s2": 2.03}

---

Entry 2:
{"formula": "C28H27BCa2ClFI2KN4O20", "method": "ωB97M-V/def2-TZVPD", "species": ["O", "C", "H", "C", "H", "C", "C", "C", "H", "N", "H", "O", "C", "O", "C", "H", "O", "K", "I", "I", "H", "C", "H", "N", "O", "C", "H", "C", "C", "C", "O", "H", "H", "N", "O", "C", "O", "O", "N", "H", "C", "O", "C", "C", "C", "B", "H", "H", "O", "C", "C", "C", "O", "H", "C", "H", "H", "O", "O", "H", "C", "H", "O", "H", "H", "C", "C", "Ca", "O", "Cl", "C", "F", "C", "Ca", "O", "H", "C", "C", "H", "H", "O", "H", "H", "H", "O", "O", "H"], "coordinates": [[-0.445531, 0.925051, -3.855683], [-2.948824, -0.502326, 5.084714], [-7.608403, -5.188104, 2.814719], [3.173729, -0.381185, -11.082099], [-6.891296, -2.484067, 2.578093], [-3.268771, 1.083386, 4.817764], [5.943722, 6.851174, 1.812787], [-6.494785, -4.777586, 2.947478], [0.964275, 1.555799, -6.014266], [-2.231029, -2.652799, 3.945846], [6.480334, 3.044677, 2.330917], [-1.349898, -8.992735, -1.317011], [2.179572, 6.163420, 4.980630], [0.739830, 3.258187, 4.291747], [1.260609, 0.208682, -9.729664], [-0.108018, -4.427807, 0.035477], [0.101935, 5.321867, 5.375164], [-2.370634, 2.075088, -4.864358], [-2.153795, -0.120291, 2.046401], [-4.802301, -1.649358, 5.397441], [2.006194, -3.094821, -9.386471], [5.107066, 4.688471, 2.452779], [3.959368, -0.102268, -11.781048], [-1.475093, -8.400938, -0.232154], [-2.548799, -7.844818, 0.051835], [0.400187, -5.385642, -1.823551], [1.011826, 3.279029, -5.590936], [0.570490, 2.075047, 4.898794], [-1.963831, -1.187350, 3.916796], [0.221056, 1.981680, -4.039941], [1.086811, 3.490164, 6.605149], [0.383567, -1.416220, -8.578372], [0.235603, -6.161783, 0.197471], [0.315861, 1.218852, -9.238257], [0.738615, 2.769793, -3.200395], [0.429170, 2.357583, -5.496734], [0.279751, 1.043003, 4.316124], [1.329524, -6.220765, -2.004462], [-1.117706, -3.269915, 4.502151], [8.350952, 4.463893, 1.482994], [-1.417323, -3.624047, 5.804119], [2.384438, 4.842620, 5.080896], [4.897617, 6.051049, 2.271589], [2.074414, -2.066021, -9.733113], [0.783025, 2.217236, 6.315450], [1.078096, 4.228186, 5.338061], [-6.880004, -3.573901, 1.037492], [-0.539157, 2.509590, -5.982874], [-3.817577, -3.928695, 2.415150], [1.159571, -1.114110, -9.278583], [7.384496, 4.907911, 1.708295], [2.262967, 0.578856, -10.636870], [-1.776643, -3.633279, 7.103543], [5.791820, 7.919192, 1.676533], [-6.334508, -3.399704, 2.069834], [-4.637874, -1.895002, 2.205644], [3.923956, 6.477788, 2.488391], [-0.089107, -4.533316, -2.616577], [3.063108, 6.978098, 4.768303], [-0.857225, -1.011873, 4.325629], [-4.740999, -2.979549, 1.782150], [-6.233374, -4.669305, 4.083030], [-0.534997, 0.860042, -8.411615], [2.349417, 1.600714, -10.999756], [-1.297085, -5.629943, -0.523094], [3.080085, -1.697847, -10.628477], [-0.229466, -5.404927, -0.441515], [-3.837712, -1.548839, -2.208004], [0.704359, 1.327039, 7.146507], [-4.525606, -3.117526, -0.065804], [6.341286, 4.109891, 2.177824], [4.103967, 3.920822, 2.899011], [-2.464772, -3.313013, 2.623059], [-0.726295, 1.494213, -0.028808], [0.426290, 2.373989, -9.675484], [3.795979, -2.441644, -10.974112], [0.781832, 6.456984, 5.160778], [7.184723, 6.278966, 1.529193], [-4.090226, 1.279009, 3.979983], [-2.330146, -0.572918, 6.093005], [0.270476, 7.564557, 5.128129], [-5.805702, -5.632899, 2.488141], [-3.762913, 1.493850, 5.823408], [7.999987, 6.901771, 1.167207], [-0.526242, -8.365266, 0.568871], [-1.588595, -3.518831, 1.634578], [-2.289691, 1.706010, 4.663016]], "atomic_forces_ev_per_a": [[-0.50, -0.07, 1.18], [1.29, 1.61, -0.26], [2.44, 1.15, 0.44], [-0.31, -0.06, 0.26], [1.45, -1.89, -0.94], [-0.92, 0.22, 1.34], [0.13, -0.43, -0.01], [-0.13, -0.83, -0.66], [-0.32, 0.05, 0.02], [-0.96, 0.19, -3.48], [-0.04, 0.09, 0.01], [-0.03, 0.52, 0.90], [4.74, 0.29, -0.63], [-0.48, -1.96, 0.30], [0.61, -0.64, -0.30], [0.10, -0.13, -0.18], [0.49, 0.11, -0.26], [-1.02, 0.03, -0.18], [-0.44, -0.38, -0.35], [0.81, 0.76, -0.25], [-0.03, 0.25, -0.05], [0.94, 0.76, -0.39], [-0.21, -0.01, 0.16], [-0.05, -0.29, -0.29], [0.59, -0.11, -0.16], [-1.05, 0.15, 1.72], [-0.22, -0.19, 0.06], [-0.31, 0.12, -3.93], [0.70, 0.40, 4.18], [1.65, 1.02, 0.19], [-0.43, -1.43, -0.76], [0.15, 0.26, -0.19], [-0.08, -0.02, 0.08], [-0.36, 1.08, -0.08], [-1.32, -1.30, 0.45], [0.53, 0.40, -0.31], [-0.12, 0.49, 0.08], [-0.83, 1.18, -0.93], [0.44, -2.94, 6.65], [-0.19, 0.05, 0.07], [-2.62, 2.56, 5.28], [-0.64, 0.52, -0.03], [-0.14, -0.06, -0.07], [-0.02, 0.39, -0.09], [0.76, 0.08, 5.11], [0.48, 1.15, 0.55], [1.29, 0.37, 2.08], [0.72, -0.02, -0.54], [1.11, 3.60, -0.32], [0.04, 0.00, -0.01], [-0.34, 0.31, 0.05], [-0.01, 0.00, 0.03], [3.54, -0.42, -11.31], [-0.02, -0.21, 0.05], [-0.41, -0.49, -0.13], [0.37, -1.92, -1.38], [0.17, -0.06, 0.09], [1.11, -0.85, -0.56], [-1.49, -1.15, 0.28], [-2.22, -0.17, -1.33], [-1.62, -0.55, 3.00], [-0.52, -0.02, -2.29], [0.81, 0.53, -0.79], [-0.18, -0.21, 0.21], [0.07, -0.05, -0.05], [-0.09, 0.09, 0.04], [0.37, -0.13, -0.02], [0.57, -0.15, 0.40], [-0.13, 0.88, -1.49], [0.27, 0.17, 0.17], [-0.07, -0.05, 0.01], [-0.26, -0.26, -0.01], [3.05, -2.22, -5.94], [0.80, 0.06, -0.85], [-0.33, -1.82, 0.86], [-0.17, 0.16, 0.07], [-4.15, 2.45, 0.45], [0.00, -0.08, 0.01], [1.98, -0.59, 1.67], [-1.29, -0.01, -2.15], [0.88, -1.75, -0.03], [-1.40, 1.96, 1.01], [1.11, -0.91, -2.19], [-0.15, -0.12, 0.08], [-0.46, 0.01, -0.56], [-5.68, 1.81, 7.02], [-1.82, -1.35, 0.09]], "homo_energy_ev": -9.8558, "charge": 1}